# 1
{
  "formula": "C62H73BClF3N6O23PS",
  "method": "ωB97M-V with the def2-TZVPD basis set",
  "e_lumo_ev": 0.09,
  "total_charge": -1,
  "fmax_ha_per_bohr": 0.121,
  "symbols": ["C", "C", "O", "C", "C", "C", "C", "C", "O", "C", "F", "F", "F", "O", "B", "C", "C", "C", "Cl", "C", "P", "O", "O", "O", "O", "C", "C", "C", "C", "S", "O", "O", "O", "C", "C", "C", "O", "C", "C", "C", "C", "C", "C", "C", "H", "H", "H", "H", "H", "H", "H", "H", "H", "H", "H", "H", "H", "H", "H", "H", "H", "H", "H", "H", "H", "H", "H", "H", "H", "H", "H", "H", "H", "H", "H", "H", "H", "H", "H", "H", "H", "H", "H", "H", "H", "H", "H", "C", "C", "C", "C", "C", "C", "N", "O", "O", "H", "H", "H", "H", "H", "C", "C", "C", "C", "C", "C", "N", "O", "O", "H", "H", "H", "H", "H", "C", "C", "C", "C", "C", "C", "N", "O", "O", "H", "H", "H", "H", "H", "C", "C", "C", "C", "C", "C", "N", "O", "O", "H", "H", "H", "H", "H", "C", "C", "C", "C", "C", "C", "N", "O", "O", "H", "H", "H", "H", "H", "C", "C", "C", "C", "C", "C", "N", "O", "O", "H", "H", "H", "H", "H"],
  "xyz": [[-8.451, 1.130, 2.887], [-8.697, -0.209, 1.998], [-7.712, -0.357, 0.925], [-8.481, -0.104, -0.297], [-7.594, -0.283, -1.638], [-6.320, 0.683, -1.717], [-6.591, 2.284, -1.623], [-6.904, 2.786, -0.141], [-8.298, 3.253, -0.119], [-6.023, 4.058, 0.338], [-4.982, 3.701, 1.255], [-5.557, 4.881, -0.713], [-6.911, 4.894, 1.115], [-5.304, 0.508, -0.683], [-3.926, 0.707, -1.195], [-3.134, 2.112, -0.886], [-2.269, 2.141, 0.468], [-1.286, 3.445, 0.353], [0.422, 2.898, 0.886], [-3.150, -0.643, -0.659], [-3.477, -1.102, 1.132], [-4.408, -2.342, 1.278], [-4.172, 0.129, 2.079], [-2.002, -1.553, 1.898], [-4.197, 0.840, -2.664], [-5.475, 0.281, -3.087], [-6.309, 1.050, -4.225], [-6.250, 0.388, -5.685], [-7.362, 1.189, -6.587], [-6.616, 1.587, -8.232], [-7.502, 2.519, -9.031], [-5.280, 2.295, -8.084], [-6.348, 0.138, -9.021], [-5.180, -1.270, -3.359], [-3.747, -1.590, -3.987], [-3.594, -3.215, -3.940], [-3.589, -1.224, -5.380], [-2.719, -0.089, -5.556], [-1.155, -0.422, -5.547], [-0.256, 0.469, -6.484], [1.277, 0.332, -6.597], [1.979, -0.774, -5.773], [1.109, -1.667, -4.833], [-0.444, -1.494, -4.690], [-7.438, 1.609, 2.685], [-9.318, 1.865, 2.660], [-8.579, 0.823, 3.995], [-9.774, -0.123, 1.602], [-8.670, -1.157, 2.648], [-9.084, 0.865, -0.266], [-9.264, -0.962, -0.339], [-7.325, -1.407, -1.671], [-8.341, -0.138, -2.511], [-7.537, 2.521, -2.251], [-5.738, 2.837, -2.150], [-6.835, 1.989, 0.670], [-8.682, 3.105, 0.772], [-3.796, 3.042, -0.905], [-2.374, 2.248, -1.753], [-2.871, 2.305, 1.422], [-1.571, 1.252, 0.616], [-1.646, 4.324, 0.982], [-1.177, 3.770, -0.749], [-2.012, -0.415, -0.732], [-3.317, -1.584, -1.279], [-3.512, 0.507, 2.700], [-2.283, -2.092, 2.672], [-5.828, 2.099, -4.326], [-7.432, 1.175, -3.976], [-5.260, 0.519, -6.234], [-6.557, -0.708, -5.734], [-8.325, 0.557, -6.670], [-7.589, 2.166, -6.044], [-6.471, 0.258, -9.992], [-5.985, -1.810, -3.981], [-5.205, -1.791, -2.324], [-2.859, -1.197, -3.376], [-4.379, -3.669, -4.663], [-2.580, -3.576, -4.309], [-3.886, -3.576, -2.899], [-2.896, 0.774, -4.829], [-2.950, 0.332, -6.609], [-0.771, 1.291, -7.104], [1.835, 1.051, -7.284], [3.116, -0.907, -5.872], [1.688, -2.466, -4.245], [-1.032, -2.146, -3.970], [3.324, 5.862, 0.268], [2.849, 5.232, 1.414], [3.182, 5.730, 2.670], [3.988, 6.863, 2.766], [4.472, 7.493, 1.621], [4.137, 6.987, 0.370], [4.320, 7.405, 4.084], [3.893, 6.814, 5.069], [5.003, 8.419, 4.130], [3.058, 5.474, -0.711], [2.216, 4.353, 1.328], [2.805, 5.230, 3.555], [5.104, 8.372, 1.687], [4.507, 7.472, -0.528], [7.882, 3.829, 7.429], [8.620, 3.011, 6.577], [8.371, 3.028, 5.209], [7.383, 3.872, 4.703], [6.636, 4.687, 5.552], [6.890, 4.661, 6.919], [7.136, 3.911, 3.260], [7.798, 3.168, 2.548], [6.285, 4.686, 2.848], [8.083, 3.817, 8.496], [9.393, 2.362, 6.979], [8.953, 2.387, 4.555], [5.863, 5.342, 5.168], [6.316, 5.294, 7.588], [0.968, -2.258, 7.805], [0.553, -0.995, 7.394], [-0.518, -0.866, 6.515], [-1.168, -2.011, 6.058], [-0.752, -3.278, 6.460], [0.321, -3.398, 7.337], [-2.312, -1.879, 5.152], [-2.636, -0.753, 4.806], [-2.878, -2.902, 4.796], [1.801, -2.355, 8.496], [1.062, -0.110, 7.761], [-0.832, 0.123, 6.202], [-1.250, -4.174, 6.104], [0.651, -4.380, 7.659], [-6.661, -8.732, -4.875], [-5.501, -9.258, -5.436], [-4.280, -8.624, -5.232], [-4.232, -7.465, -4.460], [-5.390, -6.930, -3.901], [-6.608, -7.569, -4.112], [-2.945, -6.808, -4.221], [-1.950, -7.294, -4.742], [-2.940, -5.814, -3.512], [-7.612, -9.233, -5.031], [-5.548, -10.164, -6.031], [-3.383, -9.043, -5.675], [-5.362, -6.026, -3.302], [-7.516, -7.163, -3.679], [9.612, -3.275, 4.786], [8.988, -2.734, 5.906], [9.456, -1.547, 6.458], [10.550, -0.907, 5.877], [11.183, -1.448, 4.760], [10.709, -2.637, 4.216], [11.031, 0.356, 6.440], [10.461, 0.793, 7.433], [11.970, 0.907, 5.886], [9.239, -4.199, 4.353], [8.133, -3.236, 6.346], [8.961, -1.135, 7.331], [12.038, -0.959, 4.305], [11.194, -3.065, 3.345], [12.345, -0.580, -1.835], [11.858, -1.825, -2.224], [12.043, -2.933, -1.404], [12.714, -2.781, -0.192], [13.210, -1.539, 0.200], [13.023, -0.438, -0.628], [12.889, -3.940, 0.687], [12.458, -5.017, 0.302], [13.454, -3.763, 1.758], [12.193, 0.283, -2.475], [11.332, -1.931, -3.167], [11.660, -3.897, -1.719], [13.737, -1.414, 1.140], [13.402, 0.534, -0.331]]
}

# 2
{
  "formula": "C18H27ClN2O",
  "method": "ωB97M-V with the def2-TZVPD basis set",
  "de_lowest_kcal_mol": 0.7,
  "e_lumo_ev": 0.65,
  "total_charge": 0,
  "fmax_ha_per_bohr": 0.011,
  "smiles": "C[C@@H](C(=O)NCC1CCCCC1)N(C)Cc1ccc(Cl)cc1",
  "symbols": ["C", "C", "C", "O", "N", "C", "C", "C", "C", "C", "C", "C", "N", "C", "C", "C", "C", "C", "C", "Cl", "C", "C", "H", "H", "H", "H", "H", "H", "H", "H", "H", "H", "H", "H", "H", "H", "H", "H", "H", "H", "H", "H", "H", "H", "H", "H", "H", "H", "H"],
  "xyz": [[0.415, 3.780, 0.973], [0.656, 2.819, -0.193], [2.030, 2.185, 0.080], [3.066, 2.676, -0.314], [1.953, 1.102, 0.875], [3.095, 0.331, 1.300], [3.228, -1.000, 0.547], [4.222, -1.922, 1.255], [4.348, -3.250, 0.514], [4.783, -3.022, -0.930], [3.797, -2.099, -1.641], [3.681, -0.774, -0.895], [-0.349, 1.765, -0.310], [-0.134, 1.004, -1.529], [-1.729, 2.233, -0.255], [-2.675, 1.068, -0.142], [-2.506, 0.143, 0.882], [-3.359, -0.936, 1.014], [-4.400, -1.091, 0.113], [-5.477, -2.436, 0.272], [-4.589, -0.180, -0.913], [-3.723, 0.893, -1.035], [0.201, 3.225, 1.884], [-0.401, 4.469, 0.767], [1.317, 4.367, 1.129], [0.739, 3.407, -1.123], [1.026, 0.735, 1.042], [3.005, 0.139, 2.375], [3.977, 0.951, 1.123], [2.246, -1.489, 0.537], [3.897, -2.102, 2.282], [5.198, -1.433, 1.294], [5.071, -3.890, 1.024], [3.383, -3.763, 0.525], [4.846, -3.977, -1.455], [5.775, -2.567, -0.941], [4.128, -1.919, -2.665], [2.817, -2.580, -1.685], [2.979, -0.115, -1.409], [4.651, -0.272, -0.889], [-0.806, 0.147, -1.538], [0.892, 0.646, -1.562], [-0.319, 1.606, -2.431], [-1.849, 2.852, 0.636], [-1.989, 2.842, -1.138], [-1.693, 0.274, 1.580], [-3.223, -1.652, 1.809], [-5.403, -0.310, -1.609], [-3.868, 1.601, -1.838]]
}

# 3
{
  "formula": "C2H8P2S2",
  "method": "ωB97M-V with the def2-TZVPD basis set",
  "s_squared": 2.01,
  "de_lowest_kcal_mol": 68.0,
  "e_lumo_ev": [0.59, -2.06],
  "total_charge": 0,
  "fmax_ha_per_bohr": 0.102,
  "spin_multiplicity": 3,
  "symbols": ["C", "C", "P", "P", "S", "S", "H", "H", "H", "H", "H", "H", "H", "H"],
  "xyz": [[1.467, 0.824, -0.224], [-0.556, -1.380, -1.572], [-1.622, 0.118, 0.632], [0.159, -0.583, -0.274], [0.685, 2.378, 0.195], [-2.723, 1.114, -0.533], [1.984, 0.681, -1.263], [2.197, 0.682, 0.512], [-1.509, -1.029, -1.854], [-0.074, -1.713, -2.504], [-1.867, -1.301, 0.809], [-1.506, 0.619, 2.026], [0.609, -1.390, 0.680], [0.062, 2.581, -1.063]]
}

# 4
{
  "formula": "C4H8F3O5PbS",
  "method": "ωB97M-V with the def2-TZVPD basis set",
  "de_lowest_kcal_mol": 18.2,
  "e_lumo_ev": -3.99,
  "total_charge": 1,
  "fmax_ha_per_bohr": 0.107,
  "symbols": ["O", "O", "C", "O", "C", "Pb", "H", "H", "H", "H", "H", "S", "O", "O", "C", "F", "F", "F", "C", "H", "H", "H"],
  "xyz": [[0.598, -0.062, 1.344], [1.741, -3.340, -0.741], [0.958, -3.207, -1.835], [0.084, -2.072, -1.523], [-0.990, -1.799, -2.398], [0.937, -1.944, 0.402], [0.293, -4.072, -2.035], [1.512, -2.942, -2.756], [-1.916, -2.032, -1.865], [-0.987, -0.735, -2.674], [-0.912, -2.413, -3.307], [0.246, 1.362, 1.114], [0.959, 2.112, 0.113], [0.273, 2.007, 2.534], [-1.578, 1.360, 0.668], [-1.755, 2.174, -0.346], [-1.903, 0.132, 0.331], [-2.274, 1.755, 1.706], [1.048, 3.224, 2.761], [0.498, 4.078, 2.357], [2.036, 3.126, 2.302], [1.134, 3.286, 3.847]]
}

# 5
{
  "formula": "H2INS",
  "method": "ωB97M-V with the def2-TZVPD basis set",
  "de_lowest_kcal_mol": 125.7,
  "e_lumo_ev": [-1.48, -1.14],
  "total_charge": 0,
  "fmax_ha_per_bohr": 0.071,
  "symbols": ["N", "S", "I", "H", "H"],
  "xyz": [[0.350, 0.550, 0.339], [-0.590, -0.155, -0.642], [0.199, 0.104, -2.979], [0.716, -0.924, 1.466], [-1.296, 0.837, -0.963]]
}

# 6
{
  "formula": "C4H10NO",
  "method": "ωB97M-V with the def2-TZVPD basis set",
  "s_squared": 0.75,
  "de_lowest_kcal_mol": 16.8,
  "e_lumo_ev": [1.06, -1.31],
  "total_charge": 0,
  "fmax_ha_per_bohr": 0.022,
  "spin_multiplicity": 2,
  "symbols": ["C", "N", "C", "C", "C", "O", "H", "H", "H", "H", "H", "H", "H", "H", "H", "H"],
  "xyz": [[-1.561, 1.190, -0.733], [-1.115, 0.652, 0.519], [0.307, 0.631, 0.791], [1.144, -0.234, -0.138], [0.927, -1.745, 0.139], [1.618, -2.428, -0.765], [-2.640, 1.149, -0.815], [-1.110, 0.720, -1.617], [-1.245, 2.240, -0.816], [-1.599, -0.108, 0.964], [0.406, 0.269, 1.815], [0.671, 1.657, 0.741], [0.883, -0.076, -1.189], [2.218, -0.043, -0.114], [1.250, -1.942, 1.164], [-0.156, -1.930, 0.054]]
}

| no. | E (a.u.) |
| --- | --- |
| 1 | -5988.9045 |
| 2 | -1347.0686 |
| 3 | -1559.8346 |
| 4 | -1423.6857 |
| 5 | -751.6275 |
| 6 | -288.3002 |